C30H46ClNO3P2 in the gas phase at a distorted geometry, computed with the ωB97M-V functional and the def2-TZVPD basis.

Summary:
structure (SMILES) = C#CCc1cc(P(C)CC)c2c(c1P(O)Cl)C(=O)N(CCCCCCCCCCCCCCCC)C2=O
E_HOMO = -8.24 eV
E = -70588.72311 eV
HOMO-LUMO gap = 7.53 eV

Positions of all 83 atoms, in Å:
C (0.990, -1.433, 5.949)
C (2.070, -0.991, 5.688)
C (3.354, -0.438, 5.278)
C (3.230, 0.054, 3.831)
C (2.199, 0.951, 3.581)
C (1.977, 1.443, 2.312)
P (0.572, 2.615, 2.025)
C (1.268, 4.081, 1.151)
C (-0.545, 1.647, 0.900)
C (-0.859, 2.282, -0.468)
C (2.830, 1.003, 1.306)
C (3.861, 0.114, 1.524)
C (4.076, -0.377, 2.822)
P (5.409, -1.587, 3.243)
O (6.653, -1.142, 2.302)
Cl (4.589, -3.295, 2.372)
C (4.555, -0.185, 0.221)
O (5.422, -0.984, -0.023)
N (3.928, 0.625, -0.723)
C (4.700, 1.248, -1.792)
C (4.579, 0.539, -3.141)
C (3.171, 0.600, -3.778)
C (2.527, -0.800, -3.868)
C (1.006, -0.879, -3.594)
C (0.677, -2.316, -3.161)
C (-0.796, -2.570, -2.751)
C (-0.873, -3.250, -1.383)
C (-2.269, -3.261, -0.739)
C (-2.818, -1.844, -0.507)
C (-3.792, -1.769, 0.669)
C (-4.558, -0.408, 0.647)
C (-6.028, -0.618, 0.262)
C (-6.692, 0.609, -0.363)
C (-6.848, 1.776, 0.634)
C (-5.790, 2.869, 0.350)
C (2.853, 1.323, -0.159)
O (2.146, 2.040, -0.823)
H (-0.015, -1.768, 6.009)
H (4.131, -1.184, 5.386)
H (3.561, 0.430, 5.902)
H (1.558, 1.283, 4.385)
H (2.303, 3.933, 0.862)
H (0.668, 4.421, 0.314)
H (1.278, 4.884, 1.886)
H (-1.477, 1.525, 1.443)
H (-0.162, 0.637, 0.760)
H (-1.806, 2.813, -0.451)
H (-0.060, 2.897, -0.861)
H (-0.999, 1.473, -1.187)
H (6.747, -1.742, 1.548)
H (5.751, 1.257, -1.508)
H (4.388, 2.280, -1.926)
H (4.858, -0.502, -2.994)
H (5.294, 1.021, -3.804)
H (2.508, 1.319, -3.303)
H (3.315, 0.950, -4.800)
H (2.679, -1.212, -4.866)
H (3.008, -1.485, -3.170)
H (0.486, -0.696, -4.536)
H (0.689, -0.149, -2.849)
H (0.903, -2.953, -4.016)
H (1.349, -2.590, -2.348)
H (-1.196, -3.289, -3.467)
H (-1.412, -1.675, -2.801)
H (-0.579, -4.298, -1.486)
H (-0.160, -2.820, -0.677)
H (-2.159, -3.718, 0.248)
H (-2.969, -3.869, -1.310)
H (-1.971, -1.198, -0.287)
H (-3.336, -1.522, -1.411)
H (-4.525, -2.572, 0.660)
H (-3.215, -1.777, 1.594)
H (-4.468, 0.056, 1.629)
H (-4.059, 0.245, -0.068)
H (-6.588, -0.872, 1.161)
H (-6.060, -1.434, -0.461)
H (-6.179, 0.923, -1.270)
H (-7.706, 0.303, -0.631)
H (-6.741, 1.410, 1.652)
H (-7.816, 2.250, 0.490)
H (-6.108, 3.497, -0.479)
H (-5.598, 3.473, 1.232)
H (-4.884, 2.369, 0.017)

=====

A gas-phase ion, C3H9N2O (charge +1) at a distorted geometry, computed with the ωB97M-V functional and the def2-TZVPD basis.

Summary:
structure (SMILES) = CNC(=O)C[NH3+]
E_HOMO = -14.30 eV
E = -8277.64519 eV
HOMO-LUMO gap = 10.64 eV
net charge = +1

Positions of all 15 atoms, in Å:
C (-1.650, -0.605, -1.185)
N (-0.583, 0.325, -1.434)
C (0.521, 0.368, -0.674)
O (1.547, 0.981, -0.868)
C (0.504, -0.334, 0.747)
N (1.306, 0.616, 1.607)
H (-1.683, -1.633, -1.549)
H (-2.585, -0.180, -1.547)
H (-1.855, -0.850, -0.146)
H (-0.614, 0.898, -2.258)
H (0.956, -1.290, 0.464)
H (-0.405, -0.609, 1.277)
H (1.914, 1.211, 1.029)
H (1.836, -0.026, 2.207)
H (0.791, 1.126, 2.329)

=====

2 unconnected molecules or ions with the total composition C4H10N at a distorted geometry, computed with the ωB97M-V functional and the def2-TZVPD basis.

Summary:
E_HOMO (spin up / spin down) = -21.68 / -21.52 eV
E = -5772.72102 eV
HOMO-LUMO gap (spin up / spin down) = 6.89 / 7.13 eV
net charge = +2
2S+1 = 2

Positions of all 15 atoms, in Å:
C (0.523, -0.696, 1.556)
C (-0.552, 0.293, 0.966)
C (-0.222, 0.760, -0.388)
C (-0.041, 2.018, -0.860)
N (0.116, -1.548, -1.644)
H (1.406, -0.174, 1.921)
H (0.830, -1.399, 0.780)
H (0.102, -1.244, 2.394)
H (-0.670, 1.147, 1.649)
H (-1.519, -0.246, 0.949)
H (0.454, 2.246, -1.815)
H (-0.334, 2.965, -0.385)
H (0.096, -0.242, -1.087)
H (0.453, -1.670, -2.621)
H (-0.640, -2.210, -1.417)

=====

A molecular structure, CH4NP at a distorted geometry, computed with the ωB97M-V functional and the def2-TZVPD basis.

Summary:
E_HOMO (spin up / spin down) = -9.38 / -8.67 eV
E = -11875.43181 eV
HOMO-LUMO gap (spin up / spin down) = 8.09 / 8.48 eV

Positions of all 7 atoms, in Å:
C (0.972, -0.160, 0.145)
N (-0.080, 0.723, -0.040)
P (-2.190, -0.165, 0.083)
H (1.799, -0.008, -0.671)
H (0.736, -1.379, 0.141)
H (1.643, 0.058, 1.035)
H (-2.879, 0.930, -0.694)

=====

C3H8N2O in the gas phase at a distorted geometry, computed with the ωB97M-V functional and the def2-TZVPD basis.

Summary:
structure (SMILES) = CN/N=C/CO
E_HOMO = -8.55 eV
E = -8264.97013 eV
HOMO-LUMO gap = 9.39 eV

Positions of all 14 atoms, in Å:
C (2.468, 0.429, 0.180)
N (1.370, -0.106, -0.644)
N (0.206, 0.246, -0.062)
C (-0.805, -0.672, -0.175)
C (-2.101, -0.284, 0.368)
O (-2.890, 0.662, -0.490)
H (2.503, 1.683, 0.005)
H (3.415, -0.062, -0.365)
H (2.466, 0.071, 1.211)
H (1.436, -1.125, -0.910)
H (-0.760, -1.666, -0.761)
H (-2.830, -1.086, 0.640)
H (-1.849, 0.193, 1.376)
H (-2.629, 1.716, -0.374)

=====

2 unconnected molecules or ions with the total composition C45H52F3N5O6S at a distorted geometry, computed with the ωB97M-V functional and the def2-TZVPD basis.

Summary:
E_HOMO = -6.29 eV
E = -86220.42413 eV
HOMO-LUMO gap = 3.61 eV

Positions of all 112 atoms, in Å:
C (-0.788, 1.271, -3.817)
C (-1.539, 1.857, -2.628)
C (-0.662, 2.972, -2.066)
C (-2.838, 2.470, -3.164)
C (-1.916, 0.841, -1.519)
C (-2.647, 1.290, -0.417)
C (-3.061, 0.377, 0.554)
C (-2.883, -0.992, 0.360)
C (-2.393, -1.509, -0.845)
C (-2.792, -2.967, -1.299)
C (-1.710, -4.004, -1.001)
C (-3.152, -3.096, -2.786)
C (-4.029, -3.404, -0.497)
C (-1.578, -0.536, -1.535)
N (-0.213, -0.828, -1.783)
C (0.827, -0.306, -1.007)
C (0.615, 0.541, 0.086)
C (1.773, 1.211, 0.645)
C (2.721, 1.739, -0.264)
C (4.000, 2.092, 0.147)
C (4.334, 2.049, 1.503)
C (3.356, 1.696, 2.429)
C (2.070, 1.310, 2.029)
N (1.963, -1.033, -1.364)
C (3.256, -1.129, -0.729)
C (3.359, -1.633, 0.595)
C (2.332, -2.629, 1.240)
C (2.708, -2.867, 2.705)
C (2.430, -3.966, 0.489)
C (0.868, -2.217, 1.253)
C (4.578, -1.435, 1.247)
C (5.740, -1.241, 0.520)
C (5.653, -1.102, -0.855)
C (4.423, -0.932, -1.502)
C (4.531, -0.622, -3.022)
C (5.674, 0.380, -3.250)
C (3.334, -0.018, -3.750)
C (4.950, -1.914, -3.731)
C (1.579, -2.014, -2.287)
C (0.259, -1.901, -2.507)
H (-1.310, 0.419, -4.265)
H (-0.720, 2.066, -4.573)
H (0.237, 0.991, -3.551)
H (-1.138, 3.520, -1.247)
H (0.276, 2.550, -1.685)
H (-0.423, 3.676, -2.875)
H (-3.425, 2.956, -2.377)
H (-2.596, 3.222, -3.925)
H (-3.459, 1.696, -3.633)
H (-2.865, 2.355, -0.306)
H (-3.580, 0.731, 1.439)
H (-3.189, -1.645, 1.179)
H (-1.333, -3.915, 0.030)
H (-2.153, -5.012, -1.116)
H (-0.864, -3.934, -1.701)
H (-4.008, -2.466, -3.057)
H (-2.317, -2.853, -3.453)
H (-3.439, -4.141, -2.991)
H (-4.884, -2.745, -0.689)
H (-4.326, -4.424, -0.772)
H (-3.817, -3.415, 0.578)
H (-0.399, 0.717, 0.414)
H (2.396, 1.845, -1.305)
H (4.730, 2.400, -0.598)
H (5.347, 2.295, 1.820)
H (3.610, 1.720, 3.489)
H (1.291, 1.035, 2.748)
H (2.740, -1.919, 3.254)
H (1.956, -3.503, 3.183)
H (3.672, -3.382, 2.787)
H (2.130, -3.865, -0.562)
H (3.460, -4.344, 0.525)
H (1.773, -4.705, 0.970)
H (0.405, -2.226, 0.263)
H (0.318, -2.949, 1.866)
H (0.710, -1.233, 1.707)
H (4.665, -1.522, 2.329)
H (6.711, -1.263, 1.013)
H (6.579, -1.085, -1.432)
H (6.658, -0.087, -3.133)
H (5.616, 0.751, -4.280)
H (5.594, 1.239, -2.572)
H (2.530, -0.731, -3.944)
H (2.953, 0.889, -3.261)
H (3.697, 0.283, -4.749)
H (4.204, -2.711, -3.623)
H (5.085, -1.708, -4.801)
H (5.899, -2.286, -3.325)
H (2.284, -2.707, -2.737)
H (-0.399, -2.480, -3.139)
O (-3.997, 0.586, 6.360)
S (-4.248, 0.507, 4.935)
O (-3.737, -0.555, 4.102)
C (-6.160, 0.450, 4.852)
F (-6.556, -0.772, 5.255)
F (-6.728, 1.380, 5.666)
F (-6.579, 0.669, 3.579)
C (-3.807, 2.105, 4.180)
C (-2.769, 2.353, 3.220)
C (-2.684, 3.686, 2.774)
N (-1.932, 4.218, 1.716)
O (-1.042, 3.765, 1.004)
O (-2.427, 5.507, 1.491)
N (-3.351, 5.876, 2.468)
C (-3.505, 4.753, 3.218)
C (-4.436, 4.499, 4.278)
N (-5.183, 5.499, 5.033)
O (-5.056, 6.714, 4.777)
O (-5.933, 5.083, 5.954)
C (-4.561, 3.169, 4.679)
H (-2.052, 1.599, 2.897)
H (-5.275, 3.008, 5.470)